(1)
Formula: C18H19N3O3
Source: the Open Molecules 2025 dataset
Level of theory: ωB97M-V/def2-TZVPD

Structure (XYZ):
```
43
Properties=species:S:1:pos:R:3
C -0.87 4.03 -0.12
C -1.27 2.69 0.49
O -0.26 1.71 0.36
C 0.84 1.75 1.19
C 1.03 2.63 2.25
C 2.18 2.55 3.02
C 3.15 1.61 2.74
C 2.97 0.72 1.69
C 1.82 0.78 0.91
N 1.55 -0.08 -0.15
C 2.30 -1.10 -0.65
O 3.38 -1.44 -0.22
C 1.59 -1.85 -1.77
C 0.81 -3.05 -1.17
N -0.01 -2.70 -0.04
C -1.15 -1.97 -0.26
C -1.72 -1.14 0.70
C -2.91 -0.48 0.44
C -3.54 -0.64 -0.78
C -3.00 -1.48 -1.74
C -1.82 -2.15 -1.48
N -1.27 -3.04 -2.41
C -0.05 -3.63 -2.29
O 0.34 -4.47 -3.07
H 0.00 4.45 0.39
H -1.70 4.73 -0.03
H -0.63 3.90 -1.17
H -2.12 2.27 -0.06
H -1.57 2.81 1.54
H 0.29 3.37 2.49
H 2.31 3.24 3.84
H 4.04 1.55 3.33
H 3.72 -0.02 1.46
H 0.66 0.11 -0.59
H 2.33 -2.23 -2.47
H 0.90 -1.19 -2.30
H 1.54 -3.81 -0.86
H 0.50 -2.48 0.81
H -1.22 -1.02 1.65
H -3.34 0.16 1.19
H -4.47 -0.12 -0.99
H -3.50 -1.62 -2.69
H -1.85 -3.34 -3.18
```

Summary:
HOMO-LUMO gap   8.69 eV
Spin multiplicity   1
SMILES   CCOc1ccccc1NC(=O)C[C@H]1Nc2ccccc2NC1=O
Energy relative to the best compared isomer or geometry (same formula, charge and spin)   0.00 kcal/mol
M   325.37 g/mol

***

(2)
Formula: C12H17BrFN2O2Si
Source: the Open Molecules 2025 dataset
Level of theory: ωB97M-V/def2-TZVPD

Structure (XYZ):
```
36
Properties=species:S:1:pos:R:3
C 1.26 1.29 -1.58
C 2.77 0.73 -1.29
C 2.90 -0.23 0.06
Br 4.74 -1.09 -0.08
Si 2.63 0.72 1.72
F 0.89 0.63 2.08
C 3.57 -0.01 3.23
O 2.82 -0.35 4.32
O 5.02 -0.24 3.35
H 1.33 2.30 -2.19
H 0.69 0.45 -2.19
H 0.63 1.53 -0.62
H 3.04 0.00 -2.20
H 3.61 1.56 -1.24
H 2.14 -1.13 -0.12
H 3.04 2.10 1.55
N -1.26 -0.35 4.47
C -2.22 -0.57 5.43
C -3.43 -0.16 4.92
C -3.20 0.31 3.60
C -1.85 0.18 3.35
H -0.28 -0.55 4.57
H -1.95 -0.99 6.39
H -4.38 -0.21 5.44
H -3.94 0.70 2.92
H -1.27 0.42 2.48
N -1.16 0.29 -4.84
C -2.05 -0.11 -3.88
C -2.53 -1.35 -4.23
C -1.90 -1.72 -5.44
C -1.06 -0.69 -5.79
H -0.65 1.17 -4.85
H -2.27 0.53 -3.03
H -3.25 -1.93 -3.67
H -2.04 -2.64 -5.99
H -0.39 -0.57 -6.64
```

Summary:
HOMO-LUMO gap   6.85 eV
Spin multiplicity   1
Charge   -1
M   348.27 g/mol

***

(3)
Formula: C80H88N2O7
Source: the Open Molecules 2025 dataset
Level of theory: ωB97M-V/def2-TZVPD

Structure (XYZ):
```
177
Properties=species:S:1:pos:R:3
C 1.05 -1.47 5.51
C -0.06 -0.50 5.10
C 0.24 0.02 3.71
O -0.65 1.03 3.25
C -1.97 0.69 3.32
N -2.36 -0.38 2.71
C -3.69 -0.66 2.87
C -4.22 -1.82 2.28
C -5.54 -2.17 2.43
C -6.00 -3.45 1.78
O -6.15 -4.47 2.78
O -4.89 -5.09 2.95
C -6.42 -1.37 3.22
C -7.84 -1.84 3.41
C -8.90 -0.81 3.09
O -9.04 -0.31 2.02
O -9.73 -0.48 4.09
C -5.92 -0.20 3.79
C -6.79 0.70 4.62
O -7.27 -0.03 5.75
C -7.64 0.85 6.81
C -6.46 1.19 7.69
C -4.55 0.15 3.63
N -4.08 1.29 4.23
C -2.81 1.56 4.07
C -2.26 2.78 4.74
O -1.56 3.60 3.84
C -0.23 3.91 4.22
C 0.57 4.14 2.95
H 0.81 -1.98 6.43
H 2.00 -0.94 5.60
H 1.16 -2.22 4.72
H -0.13 0.29 5.85
H -0.98 -1.06 5.12
H 1.23 0.48 3.73
H 0.29 -0.82 3.03
H -3.55 -2.43 1.68
H -6.97 -3.36 1.31
H -5.23 -3.79 1.09
H -4.50 -4.65 3.72
H -8.08 -2.71 2.82
H -7.94 -2.15 4.45
H -9.41 -0.87 4.91
H -7.62 1.05 4.00
H -6.25 1.57 4.94
H -8.07 1.75 6.37
H -8.43 0.37 7.40
H -5.70 1.69 7.09
H -6.77 1.91 8.45
H -6.00 0.31 8.12
H -3.10 3.34 5.17
H -1.64 2.44 5.57
H -0.20 4.79 4.87
H 0.24 3.08 4.76
H 0.64 3.20 2.42
H 1.55 4.52 3.21
H 0.03 4.85 2.33
C -1.20 0.14 -0.51
C -1.82 -0.95 -1.10
C -1.82 -1.09 -2.48
C -1.19 -0.14 -3.27
C -0.57 0.95 -2.69
C -0.57 1.09 -1.31
H -1.19 0.25 0.57
H -2.31 -1.69 -0.47
H -2.31 -1.95 -2.93
H -1.19 -0.26 -4.35
H -0.09 1.70 -3.31
H -0.09 1.95 -0.85
C 5.03 3.59 -0.87
C 3.98 3.55 0.03
C 2.91 2.70 -0.18
C 2.89 1.88 -1.31
C 3.94 1.93 -2.21
C 5.01 2.78 -2.00
H 5.87 4.26 -0.70
H 4.00 4.19 0.91
H 2.09 2.66 0.53
H 2.06 1.21 -1.47
H 3.92 1.30 -3.09
H 5.82 2.82 -2.71
C 5.22 -0.49 5.80
C 6.11 0.57 5.81
C 7.09 0.65 6.79
C 7.17 -0.33 7.77
C 6.27 -1.39 7.76
C 5.30 -1.47 6.78
H 4.46 -0.56 5.03
H 6.04 1.34 5.05
H 7.79 1.48 6.79
H 7.94 -0.27 8.53
H 6.34 -2.15 8.53
H 4.60 -2.30 6.78
C 8.27 1.94 2.53
C 7.67 2.14 1.30
C 8.43 2.11 0.14
C 9.80 1.89 0.21
C 10.40 1.69 1.45
C 9.64 1.72 2.61
H 7.68 1.95 3.43
H 6.60 2.31 1.24
H 7.96 2.26 -0.82
H 10.39 1.86 -0.69
H 11.47 1.52 1.51
H 10.11 1.56 3.57
C -5.86 -3.46 -3.98
C -6.45 -3.27 -5.22
C -5.68 -3.30 -6.37
C -4.31 -3.52 -6.28
C -3.72 -3.71 -5.04
C -4.50 -3.68 -3.89
H -6.47 -3.43 -3.08
H -7.52 -3.09 -5.29
H -6.14 -3.16 -7.34
H -3.71 -3.55 -7.18
H -2.65 -3.88 -4.97
H -4.03 -3.82 -2.92
C 15.30 3.79 0.97
C 16.56 3.30 1.31
C 16.85 1.96 1.14
C 15.89 1.10 0.63
C 14.64 1.58 0.29
C 14.34 2.93 0.46
H 15.07 4.84 1.10
H 17.31 3.97 1.72
H 17.83 1.58 1.41
H 16.12 0.05 0.50
H 13.89 0.91 -0.10
H 13.36 3.31 0.20
C -7.28 0.18 -9.79
C -7.14 -0.60 -8.65
C -6.68 -0.02 -7.47
C -6.37 1.33 -7.44
C -6.50 2.10 -8.59
C -6.96 1.53 -9.76
H -7.64 -0.27 -10.71
H -7.38 -1.65 -8.68
H -6.57 -0.62 -6.58
H -6.02 1.79 -6.52
H -6.25 3.16 -8.57
H -7.07 2.13 -10.66
C -5.45 3.18 -14.91
C -4.82 2.79 -13.74
C -5.24 1.65 -13.07
C -6.29 0.90 -13.58
C -6.93 1.30 -14.75
C -6.50 2.44 -15.42
H -5.11 4.07 -15.43
H -4.00 3.38 -13.34
H -4.75 1.34 -12.16
H -6.62 0.01 -13.06
H -7.75 0.71 -15.14
H -6.99 2.75 -16.33
C -10.57 -2.70 0.66
C -11.67 -2.64 1.50
C -12.73 -3.52 1.32
C -12.69 -4.46 0.30
C -11.60 -4.52 -0.55
C -10.54 -3.64 -0.37
H -9.75 -2.02 0.79
H -11.70 -1.91 2.29
H -13.59 -3.48 1.98
H -13.52 -5.15 0.16
H -11.57 -5.24 -1.35
H -9.68 -3.69 -1.03
C 12.89 -3.04 0.68
C 13.78 -4.09 0.89
C 14.86 -3.92 1.74
C 15.06 -2.71 2.38
C 14.18 -1.66 2.17
C 13.09 -1.82 1.32
H 12.04 -3.17 0.03
H 13.62 -5.03 0.39
H 15.55 -4.74 1.90
H 15.91 -2.58 3.05
H 14.34 -0.71 2.67
H 12.40 -1.01 1.16
```

Summary:
HOMO-LUMO gap   8.73 eV
Spin multiplicity   1
SMILES   CCCOc1nc2cc(COO)c(CC(=O)O)c(COCC)c2nc1COCC.c1ccccc1.c1ccccc1.c1ccccc1.c1ccccc1.c1ccccc1.c1ccccc1.c1ccccc1.c1ccccc1.c1ccccc1.c1ccccc1
M   1189.59 g/mol

***

| no. | DFT total energy (Eh) |
| --- | --- |
| 1 | -1087.3627 |
| 2 | -3690.8320 |
| 3 | -3737.2910 |